Below is a 2-piece molecular cluster, C27H30N2O5 overall at a distorted geometry, with properties calculated with the ωB97M-V functional and the def2-TZVPD basis.

The highest occupied orbital energy comes out at -4.99 eV. The LUMO energy comes out at -1.92 eV. For the orbital gap, the calculation gives 3.07 eV.

Last column: Löwdin charge in e.
CARTESIAN COORDINATES (ANGSTROEM)
O 3.581 -0.741 3.948  -0.076
O -1.028 1.975 -3.654  -0.072
O -0.059 1.208 4.678  -0.081
O -4.375 0.867 -0.609  -0.076
O -0.305 1.158 -0.664  0.120
N -2.369 0.088 -2.221  0.103
N -1.342 -1.840 -2.274  -0.024
C 0.008 -0.009 4.417  -0.470
C -3.420 4.169 -1.919  -0.052
C -1.332 -0.708 4.281  -0.046
C -0.208 2.984 -4.297  -0.037
C 5.721 -2.723 -0.122  -0.068
C 1.250 -0.741 4.251  -0.201
C 1.232 -0.541 -1.336  -0.039
C -2.402 3.795 -2.790  -0.009
C -3.740 1.868 -1.265  -0.210
C -1.159 -0.518 -2.044  -0.071
C -4.098 3.226 -1.156  -0.009
C 5.307 -1.926 0.955  -0.046
C 3.878 -1.867 -1.458  -0.041
C -2.680 1.486 -2.087  -0.064
C 2.672 1.418 4.250  -0.036
C 4.192 -1.110 0.820  -0.001
C -2.636 -2.052 -2.733  0.011
C -5.494 1.257 0.228  -0.038
C 2.547 -0.072 4.142  -0.477
C -2.030 2.438 -2.873  -0.219
C 2.205 -0.300 -0.426  0.043
C 1.316 -2.221 4.244  -0.114
C 3.434 -1.076 -0.370  -0.205
C 4.999 -2.689 -1.324  -0.087
C -3.276 -0.866 -2.673  0.036
C -0.385 -2.926 -2.127  0.009
C -0.075 0.115 -1.306  -0.292
H 0.184 -2.847 -1.192  0.112
H -1.821 -0.332 3.373  0.068
H -6.276 1.759 -0.361  0.099
H 3.853 -0.500 1.656  0.099
H -0.968 -3.855 -2.116  0.103
H 0.338 -2.697 4.317  0.043
H 2.065 0.484 0.323  0.145
H -0.792 3.628 -4.972  0.095
H -1.871 4.544 -3.377  0.106
H -4.287 -0.596 -2.902  0.144
H -1.966 -0.421 5.126  0.074
H 1.812 -2.584 3.333  0.061
H 0.534 2.421 -4.858  0.095
H 3.149 1.655 5.206  0.084
H 1.377 -1.246 -2.151  0.080
H -2.963 -3.037 -3.026  0.136
H 0.311 -2.971 -2.979  0.110
H 3.334 1.778 3.456  0.067
H -4.902 3.517 -0.480  0.107
H 5.842 -1.933 1.906  0.119
H -3.697 5.220 -1.835  0.118
H -1.279 -1.791 4.219  0.039
H 0.272 3.614 -3.534  0.108
H 5.306 -3.311 -2.168  0.101
H -5.867 0.320 0.638  0.096
H 1.696 1.899 4.222  0.047
H -5.169 1.931 1.033  0.105
H 6.599 -3.362 -0.024  0.104
H 1.929 -2.588 5.082  0.076
H 3.327 -1.831 -2.399  0.099

Cartesian forces, eV/Å:
O 0.3 -0.1 -0.2
O 0.3 0.7 -0.4
O -0.6 0.0 -0.1
O -0.5 0.5 0.3
O 0.0 -2.0 -1.3
N 0.5 -1.0 -0.6
N -0.2 0.8 -0.6
C 1.5 0.0 0.2
C 0.0 -0.2 0.0
C -0.3 -0.2 -0.1
C -0.2 -0.3 0.3
C -0.4 0.4 0.2
C -0.1 1.7 0.0
C -0.3 0.3 -0.3
C 0.3 -0.4 0.0
C -0.2 0.5 0.2
C -2.6 -0.6 0.4
C 0.0 -0.5 0.0
C 0.2 -0.3 -0.4
C 0.0 -0.1 0.5
C -0.4 0.2 -0.3
C 0.0 0.5 -0.1
C -0.7 0.4 -0.2
C 0.6 0.1 0.5
C 0.4 -0.1 -0.2
C -1.4 -1.0 0.2
C 0.1 0.6 0.2
C -0.2 0.0 -0.2
C 0.3 -0.7 -0.2
C 1.1 -0.6 -0.2
C -0.2 0.2 -0.1
C 0.4 0.7 0.1
C 0.3 -0.8 0.0
C 2.0 2.6 1.9
H -0.3 0.0 -0.3
H 0.1 0.0 0.1
H 0.2 -0.2 0.1
H 0.2 -0.2 0.1
H 0.2 0.3 0.0
H 0.1 0.0 0.0
H -0.2 -0.4 0.0
H 0.1 -0.4 0.1
H -0.3 -0.3 0.3
H -0.1 0.0 -0.1
H 0.1 0.0 -0.1
H 0.0 -0.2 0.1
H 0.0 0.1 0.0
H 0.0 0.0 -0.1
H 0.1 0.0 0.4
H 0.0 0.2 0.1
H -0.3 0.1 0.3
H 0.1 0.0 0.0
H 0.4 0.0 -0.3
H -0.2 0.0 -0.3
H 0.1 -0.3 0.0
H -0.1 0.0 0.0
H -0.1 -0.2 -0.2
H 0.0 0.2 0.2
H 0.0 0.2 0.0
H 0.3 0.0 0.0
H 0.0 -0.3 -0.2
H -0.3 0.1 -0.1
H -0.1 0.0 -0.2
H 0.3 -0.1 0.2

***

Below is one molecule with the formula C5H10O, with properties calculated with the ωB97M-V functional and the def2-TZVPD basis.

The highest occupied orbital energy comes out at -10.05 eV. The LUMO energy comes out at 1.00 eV. The SMILES is CC[C@@]1(C)CO1. For the orbital gap, the calculation gives 11.05 eV.

Last column: Löwdin charge in e.
CARTESIAN COORDINATES (ANGSTROEM)
O 1.323 -1.334 0.717  -0.043
C -0.508 -0.588 -0.719  -0.198
C -1.779 0.260 -0.709  -0.092
C 1.467 0.976 -0.204  -0.006
C 0.465 -0.680 1.632  -0.102
C 0.592 -0.185 0.247  -0.489
H 1.074 1.975 0.016  0.083
H 2.456 0.882 0.248  0.086
H -0.444 -1.235 1.888  0.115
H -1.629 1.261 -1.129  0.072
H 0.954 -0.222 2.493  0.115
H -2.175 0.375 0.307  0.074
H -2.550 -0.234 -1.310  0.072
H 1.594 0.922 -1.294  0.082
H -0.754 -1.623 -0.466  0.117
H -0.080 -0.601 -1.730  0.115

Cartesian forces, eV/Å:
O 0.1 0.0 -0.2
C 0.0 -0.1 0.0
C 0.0 0.1 0.0
C 0.0 -0.1 0.1
C -0.2 0.2 0.2
C 0.0 0.0 -0.2
H -0.1 -0.3 0.1
H -0.1 0.1 0.1
H 0.2 0.1 -0.1
H 0.1 -0.1 0.1
H 0.0 0.1 -0.3
H 0.1 0.0 -0.1
H 0.1 0.1 0.1
H 0.0 0.0 0.2
H -0.1 0.1 -0.1
H -0.1 -0.1 0.1

***

Below is C43H56BBrN7O3P2Sc as an isolated structure at a distorted geometry, with properties calculated with the ωB97M-V functional and the def2-TZVPD basis.

The highest occupied orbital energy (spin up / spin down) comes out at -2.17 / -4.22 eV. The LUMO energy (spin up / spin down) comes out at 2.48 / 2.47 eV. As for the expectation value of S²: 0.77. The charge is -1. The spin multiplicity is 2. For the orbital gap (spin up / spin down), the calculation gives 4.65 / 6.69 eV.

Last column: Löwdin charge in e.
CARTESIAN COORDINATES (ANGSTROEM)
Br 1.941 3.407 -2.937  0.838
Sc -1.025 0.144 -0.093  0.915
P -0.377 -2.891 -0.342  1.108
P 0.331 0.559 2.405  1.102
O -0.244 2.055 0.188  -0.315
O -2.307 -1.106 -3.895  0.059
O -1.509 -0.346 -1.955  -0.145
N -2.545 -0.834 1.478  -0.017
N -2.993 1.345 -0.441  -0.006
N 1.107 -0.492 -0.248  -0.083
N -4.210 1.417 0.132  -0.067
N -3.757 -0.391 1.902  -0.078
N 0.090 3.361 0.059  -0.160
N -0.008 1.495 -3.287  0.117
C -0.283 2.005 3.401  -0.506
C 0.520 -2.808 -3.064  -0.051
C 0.630 2.580 -5.322  -0.112
C 1.273 -1.082 -1.521  -0.333
C -4.154 3.007 -1.406  -0.058
C 1.591 -0.063 4.952  -0.113
C -2.230 -4.804 0.306  -0.125
C 1.401 -1.890 3.269  -0.119
C 5.491 2.048 2.489  -0.064
C 0.828 6.060 0.156  -0.132
C -4.061 -0.940 3.080  -0.099
C 1.791 5.013 0.246  -0.146
C 3.062 1.367 2.290  -0.081
C 1.426 3.708 0.195  -0.170
C 2.176 0.086 0.417  -0.316
C 4.361 1.321 1.804  -0.294
C -1.617 2.547 2.861  -0.105
C -1.660 -0.315 -3.234  -0.536
C 0.715 2.365 -3.950  -0.713
C 1.980 0.762 1.651  -0.307
C 1.017 -5.386 -0.610  -0.123
C 4.565 0.565 0.654  -0.050
C -0.886 4.349 -0.031  -0.087
C -3.038 -1.792 3.457  -0.058
C 1.184 -2.834 -5.498  -0.056
C 2.320 -3.506 0.334  -0.119
C -0.273 1.805 -6.026  -0.058
C 0.750 -0.618 3.805  -0.530
C 3.516 -0.041 -0.014  -0.033
C 0.674 3.161 3.683  -0.100
C 1.246 -2.243 -4.112  -0.280
C -0.857 0.742 -3.979  -0.178
C -1.714 -4.039 -0.924  -0.552
C -2.954 2.301 -1.369  -0.178
C 1.998 -1.110 -3.832  -0.044
C -4.922 2.403 -0.426  -0.094
C 0.532 -2.260 -1.793  -0.316
C 2.012 -0.533 -2.567  -0.051
C -2.883 -3.289 -1.561  -0.106
C -1.029 0.860 -5.349  0.003
C -2.123 -1.688 2.415  -0.227
C 0.919 -4.128 0.252  -0.519
C -0.526 5.659 0.010  -0.115
B -4.836 0.318 1.030  -0.423
H -3.025 -5.491 0.004  0.077
H 1.438 -2.663 4.045  0.083
H -1.736 0.208 -5.840  0.116
H 0.128 -6.015 -0.566  0.057
H 1.113 7.101 0.192  0.066
H -2.208 2.948 3.690  0.081
H -5.932 2.593 -0.099  0.116
H 5.573 0.443 0.266  0.108
H 5.767 2.962 1.955  0.073
H 1.751 -2.229 -6.207  0.068
H -4.415 3.841 -2.036  0.090
H 2.329 -2.505 0.753  0.033
H 3.730 -0.633 -0.892  0.097
H 2.546 0.397 -2.408  0.091
H 2.557 -0.634 -4.633  0.110
H -2.052 2.459 -1.939  0.101
H 1.200 -5.121 -1.656  0.071
H 2.886 1.911 3.209  0.080
H -2.659 -4.104 1.030  0.065
H -2.965 -2.395 4.347  0.090
H 1.734 -0.843 5.708  0.075
H -1.902 4.006 -0.113  0.091
H 2.584 0.235 4.606  0.065
H -5.375 -0.517 0.324  0.069
H -0.514 1.512 4.349  0.085
H -1.305 -4.747 -1.650  0.086
H -1.319 6.395 -0.068  0.093
H 1.126 0.792 5.447  0.061
H -0.387 1.939 -7.095  0.105
H -3.258 -2.509 -0.892  0.071
H -1.454 3.355 2.148  0.054
H 1.057 3.595 2.756  0.065
H 0.607 -4.412 1.262  0.089
H -0.235 -0.881 4.202  0.087
H -2.217 1.784 2.366  0.044
H 2.119 2.882 0.234  0.098
H 2.756 -3.441 -0.667  0.084
H 1.868 -5.987 -0.273  0.077
H 0.152 -2.892 -5.853  0.077
H 2.972 -4.139 0.943  0.082
H -1.463 -5.385 0.819  0.055
H -2.621 -2.814 -2.503  0.046
H 1.595 -3.847 -5.520  0.072
H -5.624 0.849 1.787  0.068
H -5.000 -0.706 3.556  0.115
H 6.387 1.425 2.551  0.070
H -1.172 -2.173 2.307  0.054
H 1.521 2.868 4.307  0.055
H -0.104 -3.675 -3.267  0.115
H 2.425 -1.689 2.943  0.082
H 5.212 2.336 3.505  0.069
H -3.704 -3.991 -1.743  0.078
H 0.131 3.949 4.216  0.081
H 0.866 -2.296 2.410  0.028
H 2.849 5.232 0.339  0.095
H 1.242 3.332 -5.797  0.092

Cartesian forces, eV/Å:
Br -0.1 -0.1 -0.1
Sc 0.5 1.0 1.0
P 0.1 -0.2 -0.1
P 0.2 -0.3 -0.1
O -0.5 -0.4 -0.2
O -0.3 0.1 -0.1
O -0.2 0.1 -0.5
N -0.4 -0.2 0.1
N -0.3 0.2 -0.1
N 0.2 0.2 -0.3
N 0.0 0.0 0.0
N 0.1 0.2 -0.1
N 0.2 -0.2 -0.2
N 0.0 0.2 0.1
C -0.1 0.1 0.0
C -0.1 0.0 0.0
C 0.0 0.0 0.1
C 0.1 -0.1 0.2
C 0.0 0.0 0.0
C 0.1 0.0 0.1
C 0.0 0.0 0.0
C 0.0 0.0 0.0
C 0.0 0.0 0.0
C -0.1 -0.3 0.0
C 0.0 0.0 0.0
C -0.1 0.3 0.0
C 0.0 0.0 0.0
C -0.3 -0.1 0.1
C -0.2 -0.2 -0.3
C 0.0 0.0 0.0
C 0.0 0.1 0.0
C 0.5 -0.3 0.3
C 0.0 0.1 -0.1
C 0.0 0.0 0.1
C 0.1 0.0 0.0
C 0.0 0.0 -0.1
C 0.3 -0.2 0.1
C 0.0 -0.1 0.0
C 0.0 0.0 0.1
C 0.0 0.0 -0.1
C -0.1 0.0 -0.1
C 0.0 0.0 0.0
C 0.1 0.1 0.0
C 0.0 0.1 0.0
C 0.0 0.0 0.0
C -0.2 0.0 0.0
C 0.0 0.0 0.0
C 0.0 -0.1 -0.1
C 0.0 0.0 0.0
C 0.0 0.0 0.0
C 0.1 0.0 0.1
C 0.0 0.0 -0.1
C 0.0 0.0 0.0
C 0.1 0.0 -0.1
C 0.0 0.1 0.0
C 0.1 0.1 0.0
C 0.3 0.2 0.0
B 0.0 -0.1 -0.1
H 0.0 0.0 0.0
H 0.0 0.0 0.0
H 0.0 0.0 0.0
H 0.0 0.0 0.0
H 0.0 0.0 0.0
H 0.0 0.0 0.0
H 0.0 0.0 0.0
H 0.0 0.0 0.0
H 0.0 0.0 0.0
H 0.0 0.0 0.0
H 0.0 0.0 0.0
H 0.0 0.0 0.0
H 0.0 0.0 0.0
H 0.0 0.0 0.0
H 0.0 0.0 0.0
H 0.0 0.0 0.0
H 0.0 0.0 0.0
H 0.0 0.0 0.0
H 0.0 0.0 0.0
H 0.0 0.0 0.0
H 0.0 0.0 0.0
H 0.0 0.0 0.0
H 0.0 0.0 0.0
H 0.1 0.1 0.0
H 0.0 0.0 0.1
H 0.0 -0.1 0.0
H 0.0 0.0 0.0
H 0.0 0.0 0.0
H 0.0 0.0 0.0
H 0.0 0.0 0.0
H 0.0 -0.1 0.0
H 0.0 0.0 0.1
H 0.0 0.0 0.0
H -0.1 0.0 0.0
H 0.0 0.0 0.0
H -0.1 0.0 0.0
H 0.0 0.0 0.0
H 0.0 0.0 0.0
H 0.0 0.0 0.0
H 0.0 0.0 0.0
H 0.0 0.0 0.0
H 0.0 0.0 0.0
H 0.0 0.0 0.0
H 0.0 -0.1 -0.1
H 0.0 0.0 0.0
H 0.0 0.0 0.0
H 0.1 0.0 0.0
H -0.1 0.0 0.0
H 0.0 0.0 0.0
H 0.0 0.0 0.0
H 0.0 0.0 0.0
H 0.0 0.0 0.0
H 0.0 0.0 0.0
H 0.0 0.0 0.0
H 0.0 0.0 0.0
H 0.0 0.0 0.0

***

Below is one molecule with the formula C4H2N2O at a distorted geometry, with properties calculated with the ωB97M-V functional and the def2-TZVPD basis.

The highest occupied orbital energy comes out at -10.46 eV. The LUMO energy comes out at -1.42 eV. The SMILES is C=C=NC(=O)C#N. For the orbital gap, the calculation gives 9.04 eV.

Last column: Löwdin charge in e.
CARTESIAN COORDINATES (ANGSTROEM)
O -1.971 -1.984 0.107  0.161
N -2.281 1.439 0.330  0.147
N -0.036 -0.963 -0.648  0.168
C -1.639 0.487 0.226  -0.119
C 0.743 -0.068 -0.263  -0.129
C -1.279 -1.060 -0.162  -0.450
C 1.827 0.551 0.094  0.065
H 2.719 -0.023 0.292  0.083
H 1.918 1.621 0.025  0.073

Cartesian forces, eV/Å:
O 0.2 0.4 -0.8
N 0.6 0.2 0.1
N 1.8 1.0 -1.2
C -2.1 -2.2 -0.5
C 1.1 -2.2 -0.4
C -1.1 2.2 2.9
C -0.3 0.5 -0.5
H -0.1 -0.2 0.5
H -0.1 0.2 -0.1

***

So what do the calculations give for energy relative to the best compared isomer or geometry (same formula, charge and spin)? Going down the list: 541.3; 116.6; 157.9; 207.2 kJ/mol.